Record 1
The following is a quantum chemistry calculation of a molecular structure, H21O11, from the Open Molecules 2025 dataset.

Last column: natural (NBO) charge in e.
Element x y z (Å)
O: -1.072 4.469 2.035  -0.967
H: -0.276 4.203 1.551  0.494
H: 1.198 -2.732 2.098  0.480
O: 1.893 -2.148 1.795  -0.959
H: -3.514 0.388 -0.243  0.478
H: 0.518 2.304 -0.035  0.508
O: -0.399 -0.223 2.388  -0.944
H: -2.264 -0.493 -0.140  0.464
H: -0.689 0.698 -1.170  0.489
O: -0.132 -0.191 -1.835  -1.174
H: -0.785 -0.822 -2.153  0.441
H: 2.276 -1.894 -1.828  0.474
O: -2.477 -1.762 3.447  -0.950
H: 0.392 -1.844 -1.193  0.498
H: -1.748 3.907 1.643  0.470
O: -0.911 1.523 -0.334  -1.077
H: -0.998 0.848 0.350  0.413
H: 1.842 3.036 -0.413  0.464
O: 1.305 2.785 0.344  -1.022
H: -0.966 -0.324 1.616  0.458
O: -3.190 -0.445 0.109  -0.944
H: 0.433 -0.169 1.888  0.498
H: 2.546 0.732 -2.483  0.458
O: 2.164 1.530 -2.867  -0.956
H: 1.252 1.186 -2.937  0.494
H: 1.971 -2.156 0.836  0.480
O: 0.418 -2.788 -1.438  -1.000
H: -2.080 -2.538 3.854  0.447
H: 0.315 -2.876 -2.385  0.477
O: 2.539 -1.874 -2.754  -0.950
H: -1.654 -1.256 3.303  0.489
H: 2.094 -1.072 -3.047  0.467

Values from the calculation:
ΔE to the lowest compared entry with this formula, charge and spin (kcal per mole): 36.9
Charge: -1
Frontier orbital gap (hartree): 0.350
HOMO level (eV): -6.70
Calculated total energy (Ha): -840.2855



Record 2
The following is a quantum chemistry calculation of 11 unconnected molecules or ions with the total composition H21O11, from the Open Molecules 2025 dataset.

Last column: natural (NBO) charge in e.
Element x y z (Å)
O: 0.861 0.572 -0.271  -1.254
H: 0.963 -0.221 0.246  0.451
H: -0.371 1.033 -0.885  0.511
O: -1.130 1.636 -1.340  -1.058
H: -2.814 -0.221 -3.666  0.481
H: 0.881 -1.767 -0.881  0.479
O: -1.601 1.188 3.258  -0.969
H: -2.904 -0.266 -2.034  0.513
H: 0.874 1.579 1.362  0.522
O: 1.935 2.650 -1.372  -1.028
H: 2.715 2.316 -1.802  0.464
H: 0.232 -4.222 1.293  0.484
O: -0.024 -0.634 -3.397  -0.989
H: 3.180 -0.056 2.145  0.473
H: 1.442 1.963 -0.834  0.515
O: 0.986 1.315 2.298  -0.998
H: 1.880 1.537 2.546  0.468
H: 0.012 -2.407 -1.910  0.492
O: 0.462 -2.599 -1.089  -0.978
H: -1.257 0.389 3.651  0.458
O: -2.764 -0.734 -2.865  -0.976
H: -0.750 1.522 2.899  0.496
H: -2.619 0.738 0.983  0.476
O: -3.141 0.817 0.170  -1.011
H: -2.427 1.151 -0.423  0.494
H: -0.620 2.446 -1.316  0.473
O: 3.915 -0.514 2.569  -0.943
H: -0.901 -0.444 -3.002  0.490
H: 3.619 -1.417 2.545  0.468
O: -0.169 -4.106 2.160  -0.960
H: 0.384 0.196 -3.099  0.479
H: -0.851 -3.438 2.062  0.476

Values from the calculation:
ΔE to the lowest compared entry with this formula, charge and spin (kcal per mole): 22.9
Charge: -1
Frontier orbital gap (hartree): 0.346
HOMO level (eV): -6.54
Calculated total energy (Ha): -840.3079



Record 3
The following is a quantum chemistry calculation of a molecular structure, H21O11, from the Open Molecules 2025 dataset.

Last column: natural (NBO) charge in e.
Element x y z (Å)
O: 3.405 -0.912 1.187  -0.988
H: 2.664 -1.585 1.179  0.511
H: -3.968 2.615 -0.676  0.471
O: -3.552 1.801 -0.416  -1.029
H: 0.265 3.010 -2.822  0.476
H: -0.931 -2.625 3.298  0.488
O: 3.062 1.572 -0.138  -0.981
H: -0.196 1.662 -3.344  0.484
H: 0.987 -1.635 -0.224  0.533
O: 0.565 -0.487 -1.189  -1.117
H: 1.260 0.184 -1.217  0.479
H: -0.600 0.049 2.715  0.488
O: 0.029 2.458 1.340  -0.975
H: -1.637 1.047 -1.924  0.436
H: 3.300 -0.728 0.251  0.448
O: 1.263 -2.253 0.521  -1.054
H: 0.761 -2.955 0.912  0.479
H: -1.163 -3.693 2.326  0.452
O: -1.628 -3.227 3.019  -0.945
H: 3.348 0.883 0.468  0.491
O: 0.250 2.469 -3.601  -0.965
H: 3.148 2.445 0.229  0.477
H: -1.965 -1.914 -2.222  0.462
O: -1.247 -2.395 -2.645  -0.966
H: -0.470 -2.037 -2.191  0.499
H: -2.600 1.619 -0.552  0.515
O: -0.996 1.308 -1.252  -1.153
H: 0.763 1.879 1.117  0.475
H: -0.331 0.250 -1.236  0.495
O: -1.109 -0.471 3.342  -0.962
H: -0.691 2.147 0.779  0.496
H: -1.985 -0.481 2.965  0.477

Values from the calculation:
ΔE to the lowest compared entry with this formula, charge and spin (kcal per mole): 31.4
Charge: -1
Frontier orbital gap (hartree): 0.350
HOMO level (eV): -6.60
Calculated total energy (Ha): -840.2944



Record 4
The following is a quantum chemistry calculation of a molecular structure, H22HeO11, from the Open Molecules 2025 dataset.

Last column: natural (NBO) charge in e.
Element x y z (Å)
He: 0.604 -0.241 -0.605  0.001
O: 1.967 -1.397 2.545  -0.971
H: 2.074 -2.298 2.240  0.489
H: 2.847 -1.023 2.499  0.491
O: -1.318 -2.653 -1.581  -0.981
H: -1.154 -1.761 -1.887  0.504
H: -0.654 -3.183 -2.021  0.467
O: -2.560 0.170 0.341  -0.970
H: -3.200 0.255 -0.365  0.470
H: -2.541 -0.766 0.538  0.501
O: 1.551 1.218 -2.815  -0.985
H: 1.033 1.888 -2.369  0.515
H: 1.455 1.421 -3.745  0.484
O: 0.764 1.630 2.821  -0.952
H: 0.950 0.742 2.515  0.483
H: 1.333 1.745 3.582  0.484
O: -0.949 -0.961 2.541  -0.961
H: 0.003 -1.063 2.513  0.487
H: -1.160 -0.932 3.474  0.482
O: 3.286 -0.252 -1.259  -0.965
H: 2.923 -1.133 -1.345  0.456
H: 2.711 0.297 -1.793  0.493
O: 0.260 3.222 -1.335  -0.992
H: 0.000 3.028 -0.434  0.512
H: 0.999 3.825 -1.246  0.470
O: -0.925 2.445 0.903  -0.990
H: -0.452 2.038 1.629  0.496
H: -1.495 1.751 0.570  0.501
O: -0.803 -0.274 -2.983  -0.974
H: 0.072 0.113 -2.959  0.491
H: -1.394 0.460 -2.812  0.476
O: -2.433 -2.889 1.055  -0.982
H: -1.933 -3.156 0.284  0.491
H: -1.863 -2.266 1.506  0.478

Values from the calculation:
ΔE to the lowest compared entry with this formula, charge and spin (kcal per mole): 6.7
Charge: 0
Frontier orbital gap (hartree): 0.393
HOMO level (eV): -10.69
Calculated total energy (Ha): -843.7571



Record 5
The following is a quantum chemistry calculation of a molecular structure, H22HeO11, from the Open Molecules 2025 dataset.

Last column: natural (NBO) charge in e.
Element x y z (Å)
He: -0.149 -0.186 -0.015  0.002
O: 2.133 -0.175 -1.834  -0.973
H: 2.389 -0.692 -1.070  0.512
H: 2.831 -0.328 -2.472  0.490
O: -1.128 0.984 -3.274  -0.966
H: -0.568 0.265 -2.981  0.484
H: -1.876 0.551 -3.687  0.474
O: 1.303 0.483 2.661  -0.959
H: 1.560 -0.331 2.227  0.492
H: 1.850 1.155 2.254  0.466
O: -2.098 -0.404 1.742  -0.964
H: -2.774 -0.384 2.420  0.492
H: -2.031 0.503 1.444  0.501
O: -1.841 2.041 -0.602  -0.968
H: -2.717 1.657 -0.561  0.465
H: -1.637 2.075 -1.537  0.498
O: -0.207 -1.471 -2.090  -0.979
H: 0.620 -0.993 -2.034  0.496
H: -0.141 -1.970 -2.905  0.474
O: -0.005 -2.066 2.353  -0.980
H: -0.573 -1.306 2.221  0.497
H: -0.569 -2.820 2.178  0.467
O: 3.141 2.389 -1.633  -0.965
H: 2.491 3.086 -1.546  0.467
H: 2.635 1.579 -1.580  0.481
O: 2.611 -1.804 0.374  -0.956
H: 3.364 -2.110 0.879  0.490
H: 2.222 -2.602 0.016  0.489
O: -1.601 2.299 3.686  -0.952
H: -0.857 1.872 3.262  0.483
H: -1.287 3.179 3.894  0.469
O: -2.680 -1.680 -0.733  -0.988
H: -2.604 -1.165 0.070  0.478
H: -1.809 -1.636 -1.128  0.484

Values from the calculation:
ΔE to the lowest compared entry with this formula, charge and spin (kcal per mole): 17.3
Charge: 0
Frontier orbital gap (hartree): 0.380
HOMO level (eV): -10.42
Calculated total energy (Ha): -843.7402



Record 6
The following is a quantum chemistry calculation of a molecular structure, H22KrO11, from the Open Molecules 2025 dataset.

Last column: natural (NBO) charge in e.
Element x y z (Å)
Kr: 0.568 12.762 -18.360  0.001
O: 0.389 8.671 -18.831  -0.935
H: -0.494 8.979 -18.624  0.481
H: 0.928 8.983 -18.104  0.478
O: -2.404 14.292 -19.290  -0.960
H: -2.370 13.684 -18.551  0.486
H: -3.111 14.899 -19.069  0.471
O: 2.441 15.397 -20.987  -0.967
H: 2.651 14.611 -20.482  0.495
H: 2.974 16.086 -20.591  0.468
O: 2.090 13.973 -14.808  -0.970
H: 1.743 14.569 -15.471  0.490
H: 3.041 14.038 -14.901  0.466
O: 3.462 12.866 -20.158  -0.962
H: 2.758 12.256 -19.940  0.497
H: 3.652 12.694 -21.080  0.478
O: 1.183 15.710 -16.799  -0.988
H: 0.757 15.961 -17.619  0.505
H: 0.699 16.182 -16.122  0.469
O: 4.079 10.968 -16.096  -0.933
H: 3.444 10.273 -16.267  0.462
H: 3.574 11.778 -16.170  0.472
O: 1.713 10.382 -20.555  -0.982
H: 1.377 10.143 -21.419  0.473
H: 1.118 9.955 -19.940  0.488
O: 0.029 16.167 -19.333  -0.971
H: 0.882 15.935 -19.700  0.489
H: -0.459 15.343 -19.321  0.492
O: -1.433 10.937 -15.045  -0.961
H: -0.635 11.329 -14.689  0.471
H: -1.862 11.652 -15.516  0.468
O: -2.502 12.841 -16.722  -0.945
H: -2.619 13.347 -15.918  0.488
H: -3.348 12.418 -16.865  0.487

Values from the calculation:
ΔE to the lowest compared entry with this formula, charge and spin (kcal per mole): 12.3
Charge: 0
Frontier orbital gap (hartree): 0.403
HOMO level (eV): -11.24
Calculated total energy (Ha): -3594.4468